The following is a quantum chemistry calculation of 2 unconnected molecules or ions with the total composition C4H10NO, from OMol25.

Its HOMO energy is -2.562 eV. As for the energy above the lowest of the compared OMol25 structures with the same formula, charge and spin: 107.7 kJ/mol. As for the orbital gap: 0.258 hartree. Its charge is -1.

Atoms and positions in Å:
C 0.813 1.653 0.151
C -0.008 0.977 1.239
C -2.111 0.199 0.654
N -1.434 1.180 1.077
H 1.825 1.744 0.558
H 0.842 0.979 -0.705
H 0.437 2.651 -0.086
H 0.244 1.440 2.207
H 0.247 -0.086 1.274
H -1.602 -0.740 0.390
H -3.174 0.355 0.469
C 0.785 -2.080 -1.442
O 0.116 -1.359 -0.502
H 1.256 -1.428 -2.227
H 1.624 -2.697 -1.039
H 0.141 -2.789 -2.015

The following is a quantum chemistry calculation of a molecular structure, C21H34CoN5O5S at a distorted geometry, from OMol25.

Its HOMO energy is -14.641 eV. As for the energy above the lowest of the compared OMol25 structures with the same formula, charge and spin: 44.5 kJ/mol. As for the orbital gap: 0.269 hartree. Its charge is +2.

Atoms and positions in Å:
Co 0.090 0.065 -0.413
C 3.001 0.580 -0.500
C 2.585 0.124 -1.887
N 1.384 -0.739 -1.810
C 1.610 -2.182 -1.586
C 1.983 -2.515 -0.154
S 0.840 -1.704 1.011
C 1.929 -0.705 2.078
C 1.891 0.774 1.719
N 1.792 0.968 0.258
H 3.689 1.422 -0.587
H 3.526 -0.202 0.044
H 3.407 -0.382 -2.397
H 2.308 0.997 -2.479
H 0.905 -0.653 -2.704
H 2.384 -2.561 -2.259
H 0.679 -2.691 -1.834
H 3.004 -2.243 0.105
H 1.881 -3.589 -0.004
H 2.922 -1.151 2.032
H 1.560 -0.841 3.093
H 2.779 1.269 2.121
H 1.012 1.235 2.161
H 1.587 1.952 0.089
C -3.074 -1.031 -4.158
C -3.344 -1.647 -2.773
C -4.624 -1.068 -2.147
C -3.422 -3.182 -2.862
C -2.212 -1.297 -1.910
N -1.346 -1.011 -1.213
H -3.939 -1.217 -4.791
H -2.202 -1.486 -4.629
H -2.921 0.048 -4.095
H -5.461 -1.308 -2.802
H -4.568 0.017 -2.048
H -4.817 -1.502 -1.167
H -4.201 -3.445 -3.576
H -3.677 -3.619 -1.897
H -2.482 -3.610 -3.209
O -1.747 2.750 1.087
C -1.873 1.549 1.189
O -0.876 0.700 1.022
C -3.203 0.924 1.501
C -3.372 -0.458 1.460
C -4.623 -1.010 1.675
C -5.679 -0.163 1.951
C -5.532 1.209 2.034
C -4.280 1.754 1.795
N -7.021 -0.753 2.154
O -7.858 -0.053 2.672
O -7.178 -1.894 1.772
H -2.522 -1.098 1.268
H -4.789 -2.077 1.641
H -6.381 1.830 2.280
H -4.129 2.824 1.837
C -3.093 3.878 -1.906
N -1.713 3.388 -1.816
C -0.644 4.379 -1.766
C -1.489 2.121 -1.649
O -0.336 1.605 -1.533
H -3.088 4.949 -1.729
H -3.710 3.406 -1.142
H -3.514 3.689 -2.892
H -0.718 5.035 -2.631
H 0.318 3.879 -1.771
H -0.749 4.960 -0.851
H -2.384 1.492 -1.651

The following is a quantum chemistry calculation of C3H6FN in the gas phase at a distorted geometry, from OMol25.

Its HOMO energy is -9.862 eV. As for the energy above the lowest of the compared OMol25 structures with the same formula, charge and spin: 45.9 kJ/mol. Its SMILES is NC1(F)CC1. As for the orbital gap: 0.405 hartree. Its charge is 0.

Atoms and positions in Å:
C -0.899 -0.697 0.249
C 0.626 -0.984 0.419
C 0.062 0.230 -0.359
N 0.156 1.551 0.149
F 0.310 0.127 -1.751
H -1.301 -1.245 -0.642
H -1.456 -0.389 1.201
H 1.236 -0.901 1.369
H 1.071 -1.816 -0.201
H 0.881 2.145 -0.383
H -0.685 1.979 -0.052

The following is a quantum chemistry calculation of 2 unconnected molecules or ions with the total composition C34H32N3O at a distorted geometry, from OMol25.

Its HOMO energy is -10.075 eV. As for the energy above the lowest of the compared OMol25 structures with the same formula, charge and spin: 0.0 kJ/mol. As for the orbital gap: 0.210 hartree. Its charge is +1.

Atoms and positions in Å:
H -1.349 0.822 0.412
C -2.263 -0.739 1.893
H -3.040 0.009 1.810
C -2.199 -1.765 0.936
C -1.555 -2.933 1.314
N -0.771 -2.937 2.422
C 0.055 -4.137 2.712
C 1.420 -3.880 2.170
C 2.376 -3.247 2.968
C 3.573 -2.815 2.390
C 3.809 -3.029 1.023
C 2.873 -3.740 0.251
C 1.679 -4.179 0.831
C -0.567 -1.825 3.185
C -1.258 -0.661 2.890
C -0.941 0.523 3.783
N -1.601 1.690 3.500
O -0.136 0.426 4.712
H -2.553 -1.706 -0.099
H -1.550 -3.855 0.713
H 0.068 -4.244 3.798
H -0.428 -4.995 2.244
H 2.160 -3.087 4.032
H 4.309 -2.299 3.010
H 4.742 -2.689 0.567
H 3.060 -3.951 -0.805
H 0.930 -4.742 0.260
H 0.078 -1.990 4.065
H -2.266 1.772 2.744
H -1.473 2.471 4.130
C 0.748 -2.502 -5.156
N 1.304 -1.282 -4.608
C 2.166 -0.559 -5.529
C 0.672 -0.610 -3.548
C 0.951 -0.972 -2.213
C 0.455 -0.226 -1.159
C -0.419 0.843 -1.396
C -0.955 1.605 -0.216
C -2.033 2.654 -0.420
C -1.745 3.810 0.322
C -2.611 4.901 0.321
C -3.730 4.870 -0.510
C -3.989 3.733 -1.295
C -3.148 2.610 -1.233
C -0.439 3.646 0.961
C 0.087 2.396 0.575
C 1.371 2.049 0.940
C 2.105 2.935 1.744
C 1.558 4.153 2.176
C 0.268 4.504 1.793
C -0.781 1.142 -2.706
C -0.245 0.430 -3.770
H 0.028 -2.938 -4.456
H 0.239 -2.321 -6.119
H 1.568 -3.216 -5.304
H 2.501 0.350 -5.020
H 3.037 -1.185 -5.775
H 1.630 -0.303 -6.458
H 1.617 -1.812 -2.035
H 0.742 -0.491 -0.143
H -2.380 5.745 0.971
H -4.403 5.726 -0.577
H -4.842 3.711 -1.968
H -3.337 1.715 -1.823
H 1.792 1.116 0.582
H 3.122 2.666 2.014
H 2.168 4.827 2.782
H -0.201 5.436 2.115
H -1.501 1.922 -2.927
H -0.551 0.653 -4.791

The following is a quantum chemistry calculation of a molecular structure, C19H51F12HfNO20P2S6 at a distorted geometry, from OMol25.

Its HOMO energy is -15.544 eV. Its spin multiplicity is 2. As for the orbital gap: 0.073 hartree. Its charge is +3. The expectation value of S² is 0.761.

Atoms and positions in Å:
Hf -0.444 -2.183 -3.176
P -0.293 -0.505 0.504
F -1.840 -0.714 0.994
F 0.017 0.119 1.945
F -0.043 -2.026 0.889
F 1.245 -0.344 -0.052
F -0.659 -1.125 -0.959
F -0.710 0.956 -0.096
P -0.399 -5.385 -2.049
F -0.498 -3.905 -1.385
F -1.659 -4.940 -2.934
F 0.378 -4.523 -3.207
F -0.479 -6.783 -2.956
F 0.891 -5.714 -1.206
F -1.494 -5.740 -0.919
C -4.301 0.375 3.049
N -5.747 0.110 3.292
O -6.049 -0.804 4.099
O -6.594 0.788 2.678
H -4.244 1.233 2.379
H -3.834 -0.452 2.515
H -3.876 0.697 4.000
O 1.805 -7.895 2.656
S 0.428 -8.327 2.263
O -0.239 -9.389 2.937
O -0.625 -7.013 2.246
C -0.111 -5.777 2.179
C -1.255 -4.690 2.356
C 0.545 -8.589 0.448
H 0.303 -5.641 1.180
H 0.715 -5.630 2.874
H -1.782 -4.733 3.309
H -2.018 -4.697 1.578
H -0.887 -3.675 2.205
H 1.328 -7.921 0.090
H -0.391 -8.181 0.065
H 0.726 -9.654 0.303
O 1.568 -2.487 -1.779
S 2.918 -2.948 -1.471
O 3.481 -4.165 -1.976
O 3.989 -1.746 -1.836
C 5.341 -2.117 -1.732
C 5.983 -0.736 -1.995
C 3.023 -2.873 0.398
H 5.578 -2.893 -2.460
H 5.591 -2.473 -0.733
H 7.057 -0.748 -1.809
H 5.615 0.053 -1.338
H 5.796 -0.304 -2.978
H 4.097 -2.895 0.584
H 2.687 -3.843 0.764
H 2.487 -2.019 0.811
O -1.605 0.023 -2.850
S -2.298 1.322 -2.559
O -1.489 2.475 -2.230
O -3.151 1.616 -3.925
C -3.959 2.801 -3.969
C -4.391 3.053 -5.450
C -3.625 1.147 -1.281
H -3.358 3.595 -3.525
H -4.847 2.725 -3.342
H -4.405 2.131 -6.032
H -3.838 3.771 -6.056
H -5.354 3.562 -5.458
H -4.460 0.647 -1.773
H -3.990 2.130 -0.986
H -3.334 0.517 -0.440
O 1.031 6.755 2.580
S 0.190 6.234 1.490
O 0.743 5.464 0.368
O -1.009 5.347 2.218
C -1.878 4.557 1.411
C -1.942 3.152 1.953
C -0.912 7.592 0.823
H -1.545 4.457 0.378
H -2.877 4.992 1.450
H -2.411 2.552 1.173
H -2.609 3.157 2.815
H -1.004 2.636 2.158
H -0.864 7.522 -0.263
H -0.594 8.534 1.270
H -1.931 7.397 1.158
O 0.660 1.915 -4.229
S 1.469 0.993 -3.432
O 0.868 -0.294 -2.990
O 2.809 0.658 -4.369
C 3.640 1.601 -4.939
C 4.599 0.935 -5.900
C 2.392 1.888 -2.048
H 4.254 2.054 -4.162
H 3.044 2.420 -5.342
H 5.382 1.597 -6.271
H 3.971 0.504 -6.679
H 5.145 0.137 -5.395
H 2.498 2.955 -2.241
H 3.311 1.335 -1.852
H 1.738 1.909 -1.176
O 1.893 5.188 4.476
S 1.582 3.769 4.806
O 2.250 2.992 5.861
O -0.027 3.594 5.098
C -0.529 2.349 5.468
C -1.907 2.578 6.092
C 1.726 2.807 3.223
H 0.060 1.900 6.268
H -0.731 1.644 4.662
H -2.281 1.594 6.372
H -2.572 3.158 5.451
H -1.812 3.199 6.983
H 2.729 2.504 2.923
H 1.272 3.239 2.331
H 1.161 1.884 3.360

The following is a quantum chemistry calculation of a molecular structure, C29H45BCl3F4N7O2RuS2 at a distorted geometry, from OMol25.

Its HOMO energy (spin up / spin down) is -13.948 / -14.419 eV. As for the energy above the lowest of the compared OMol25 structures with the same formula, charge and spin: 61.7 kJ/mol. Its spin multiplicity is 6. As for the orbital gap (spin up / spin down): 0.218 / 0.087 hartree. Its charge is +3. The expectation value of S² is 8.772.

Atoms and positions in Å:
Ru 0.306 0.412 0.003
N 1.440 2.745 4.666
C 1.288 1.241 4.590
C 1.498 0.791 3.155
N 0.551 1.460 2.216
C 0.690 2.934 2.303
C 0.500 3.451 3.722
H 2.409 2.982 4.441
H 1.285 3.070 5.624
H 0.291 1.002 4.955
H 2.024 0.794 5.256
H 1.387 -0.286 3.085
H 2.513 1.035 2.829
H -0.397 1.217 2.497
H -0.051 3.410 1.663
H 1.679 3.203 1.928
H -0.510 3.260 4.082
H 0.692 4.521 3.781
F 0.251 -1.119 -1.664
B -0.993 -1.870 -1.337
F -0.818 -3.184 -1.583
F -2.042 -1.247 -1.968
F -1.063 -1.595 0.099
Cl 4.361 1.300 4.534
C 4.823 1.635 2.884
C 4.907 0.596 1.976
C 5.295 0.896 0.676
C 5.601 2.191 0.267
C 5.952 2.398 -1.187
C 4.850 3.151 -1.922
N 3.607 2.364 -1.901
C 3.100 1.635 -2.958
C 1.963 1.049 -2.509
N 1.779 1.428 -1.171
C 2.808 2.215 -0.862
O 7.155 3.111 -1.370
C 8.073 2.386 -2.230
C 7.516 2.282 -3.617
C 7.019 1.150 -4.175
Cl 6.938 -0.419 -3.452
S 6.413 1.397 -5.751
C 6.815 3.064 -5.691
C 7.392 3.398 -4.517
C 5.518 3.209 1.219
Cl 5.868 4.859 0.844
C 5.130 2.938 2.525
H 4.709 -0.423 2.283
H 5.387 0.091 -0.047
H 6.031 1.403 -1.636
H 5.151 3.295 -2.955
H 4.675 4.127 -1.476
H 3.588 1.607 -3.923
H 1.296 0.386 -3.029
H 2.987 2.692 0.090
H 8.257 1.396 -1.813
H 9.004 2.944 -2.213
H 6.623 3.700 -6.542
H 7.740 4.398 -4.286
H 5.084 3.739 3.250
O 1.520 -1.039 0.879
S 2.162 -2.301 0.160
C 1.240 -3.756 0.731
C 2.078 -4.425 1.824
C 3.535 -4.164 1.451
C 3.613 -2.667 1.165
H 1.113 -4.381 -0.154
H 0.256 -3.400 1.034
H 1.851 -5.487 1.877
H 1.851 -3.988 2.799
H 3.805 -4.732 0.559
H 4.234 -4.440 2.238
H 4.503 -2.343 0.629
H 3.477 -2.068 2.069
C -1.372 2.185 -2.196
N -2.623 1.555 -1.819
C -3.468 1.130 -2.957
C -2.757 1.038 -0.601
N -1.670 1.006 0.245
N -3.943 0.619 -0.161
C -4.043 -0.355 0.928
C -5.213 1.267 -0.535
H -1.458 2.575 -3.206
H -0.559 1.453 -2.225
H -1.101 2.997 -1.525
H -2.826 0.676 -3.710
H -3.988 1.983 -3.388
H -4.180 0.380 -2.640
H -1.988 0.674 1.147
H -3.189 -1.026 0.918
H -4.935 -0.957 0.769
H -4.142 0.136 1.900
H -5.029 2.156 -1.128
H -5.720 1.562 0.383
H -5.861 0.588 -1.084

The following is a quantum chemistry calculation of 15 unconnected molecules or ions with the total composition C30H49Cl28NO6S at a distorted geometry, from OMol25.

Its HOMO energy is -9.136 eV. As for the orbital gap: 0.251 hartree. Its charge is 0.

Atoms and positions in Å:
C -3.358 1.974 2.894
C -3.169 0.317 2.964
O -3.162 -0.244 4.175
O -3.078 -0.376 1.670
C -2.366 -1.659 1.767
C -1.396 -1.795 0.411
C -2.258 -1.450 -0.940
C -1.856 -0.003 -1.648
C -0.326 -0.069 -2.224
C 0.791 0.766 -1.372
C 2.211 0.709 -1.906
C 3.459 1.453 -1.146
O 4.751 1.041 -1.271
C 3.079 2.727 -0.166
O 4.155 3.688 0.131
N 4.456 4.420 -0.970
O 3.447 4.637 -1.634
C 1.673 2.810 0.391
C 1.226 4.027 1.402
C 1.517 5.538 0.836
C 0.526 5.979 -0.424
S 0.652 7.864 -0.638
C 0.566 1.614 0.009
O -0.402 1.432 0.916
H -3.652 2.392 3.961
H -2.426 2.526 2.450
H -4.302 2.146 2.202
H -3.158 -2.538 1.672
H -1.650 -1.765 2.687
H -1.025 -2.922 0.302
H -0.429 -1.153 0.562
H -1.990 -2.297 -1.737
H -3.433 -1.517 -0.791
H -2.108 0.932 -0.991
H -2.568 0.075 -2.604
H 0.003 -1.214 -2.191
H -0.267 0.230 -3.377
H 2.418 0.080 -2.893
H 0.092 3.991 1.722
H 1.850 3.890 2.410
H 1.230 6.284 1.723
H 2.650 5.766 0.599
H 0.849 5.402 -1.390
H -0.568 5.768 -0.064
H -0.224 8.477 0.271
C -2.088 5.446 -3.654
Cl -3.248 5.683 -2.341
Cl -0.836 4.284 -3.195
H -2.617 5.070 -4.533
H -1.616 6.403 -3.889
C 3.446 -2.896 -3.375
Cl 1.966 -2.692 -2.430
Cl 3.103 -3.642 -4.941
H 3.900 -1.916 -3.540
H 4.137 -3.534 -2.821
C -5.492 3.286 -4.231
Cl -4.187 2.613 -3.245
Cl -5.017 3.389 -5.930
H -6.370 2.642 -4.145
H -5.732 4.288 -3.867
C 4.960 1.081 2.508
Cl 4.880 -0.657 2.816
Cl 3.707 1.945 3.406
H 5.940 1.453 2.819
H 4.820 1.260 1.440
C -1.381 -5.487 2.684
Cl -0.087 -4.936 1.613
Cl -2.942 -4.818 2.193
H -1.434 -6.578 2.646
H -1.160 -5.163 3.704
C 1.067 -8.811 2.898
Cl -0.591 -8.927 3.501
Cl 1.710 -7.179 3.113
H 1.695 -9.517 3.447
H 1.076 -9.060 1.834
C 1.175 -6.248 -2.327
Cl 1.553 -6.237 -0.600
Cl 0.113 -7.601 -2.737
H 0.676 -5.312 -2.587
H 2.105 -6.341 -2.893
C -2.980 -7.438 5.981
Cl -2.781 -5.714 5.645
Cl -3.612 -7.699 7.611
H -3.678 -7.864 5.256
H -2.009 -7.932 5.892
C -7.423 1.662 0.951
Cl -6.129 2.213 -0.120
Cl -8.984 2.331 0.460
H -7.475 0.571 0.913
H -7.202 1.985 1.971
C 8.192 0.837 -1.247
Cl 9.113 0.261 -2.642
Cl 9.113 0.636 0.249
H 7.963 1.896 -1.384
H 7.264 0.265 -1.173
C 7.171 -4.123 -6.075
Cl 6.097 -4.091 -4.671
Cl 6.517 -5.157 -7.351
H 7.281 -3.107 -6.462
H 8.146 -4.510 -5.769
C -6.560 -2.891 1.956
Cl -6.260 -4.078 0.681
Cl -6.039 -1.277 1.457
H -7.630 -2.867 2.176
H -6.006 -3.182 2.851
C 10.546 4.268 -0.974
Cl 8.888 4.153 -0.371
Cl 11.189 5.900 -0.758
H 11.174 3.562 -0.425
H 10.555 4.020 -2.038
C -8.827 5.294 3.131
Cl -9.987 5.531 4.444
Cl -7.576 4.133 3.590
H -9.357 4.918 2.252
H -8.355 6.251 2.896

Number 1: DFT total energy -288.3506 a.u.. Number 2: DFT total energy -3250.9906 a.u.. Number 3: DFT total energy -272.4737 a.u.. Number 4: DFT total energy -1554.1015 a.u.. Number 5: DFT total energy -6631.1540 a.u.. Number 6: DFT total energy -4361.2100 a.u.. Number 7: DFT total energy -14961.7055 a.u..